Entry 1:
DFT (ωB97M-V/def2-TZVPD) results for the ion C7H12NO2 with charge +1.

```
22
Properties=species:S:1:pos:R:3:forces:R:3
H -2.286 0.269 -0.599 1.048 1.171 0.168
N 2.595 0.359 -0.036 6.000 4.434 2.855
C -1.976 1.206 -0.017 -0.361 -3.015 1.553
H 1.850 -0.868 -1.228 -1.344 0.531 -0.329
H 1.182 -0.992 1.635 1.410 -1.233 0.128
C 1.481 -0.021 -0.604 -3.861 -4.415 1.341
H 0.630 -3.622 0.309 0.409 -2.468 2.242
H -0.877 -2.417 1.162 0.028 0.731 0.311
C -0.443 1.246 0.391 -1.063 2.651 -2.542
O 0.462 -2.929 -0.251 -0.520 3.221 -2.967
H 4.543 1.209 0.575 0.240 0.347 0.387
H -0.158 2.324 0.626 -0.721 -1.474 0.857
C 0.438 1.023 -0.883 0.412 1.189 -3.206
H -2.572 0.928 0.911 0.619 1.265 -0.783
H -0.229 0.633 -1.779 1.542 0.954 1.720
C 3.541 0.903 0.383 -2.675 -2.370 -1.465
H -2.379 2.047 -0.564 0.230 0.382 0.247
H 1.048 2.008 -1.220 -1.867 -2.063 0.611
C -0.331 -1.926 0.348 1.197 -0.466 1.272
O -0.042 0.333 1.365 -1.011 1.272 -0.317
C 0.542 -0.756 0.822 1.350 -0.490 -0.519
H -1.042 -1.461 -0.269 -1.063 -0.156 -1.561
```
Forces are in eV/Å.

Calculated values
multiplicity: 1
energy relative to the best compared isomer or geometry (same formula, charge and spin): 5.0009 eV
structure (SMILES): C#[N+][C@@H]1C[C@@H](C)O[C@H]1CO
charge: +1

---

Entry 2:
DFT (ωB97M-V/def2-TZVPD) results for a cluster of 5 separate species, C32H52ClFN5O8PS in total.

```
101
Properties=species:S:1:pos:R:3:forces:R:3
C -1.309 -0.432 -1.925 -1.635 -2.231 1.383
H 4.499 0.281 5.421 0.017 0.211 -0.099
H -7.477 0.279 4.173 -0.160 0.073 -0.120
N 6.497 -0.258 5.627 0.253 -1.280 -0.560
H -1.625 -3.890 1.640 1.492 -0.001 -2.094
H -4.591 4.235 -3.017 0.001 -0.073 0.213
O -3.853 2.594 0.415 -0.021 0.299 -0.526
H 5.335 -0.238 -1.652 -2.011 -1.840 0.728
C -1.512 -2.705 -0.302 -1.206 2.139 -1.898
C 2.420 -2.906 -3.068 -2.952 -1.030 -1.592
S 4.615 -2.681 -1.570 7.618 -3.841 2.873
H -5.876 2.578 0.592 0.551 0.265 -0.578
N 0.205 5.087 -1.560 -0.316 0.534 -1.386
H 8.141 -0.765 6.840 -0.160 0.097 -0.091
C 1.449 -4.228 -2.779 -2.411 -3.144 0.613
H 0.204 5.245 -3.629 0.073 -0.089 0.077
C 7.441 0.059 6.678 -0.171 0.083 -0.118
C -4.981 2.827 -0.001 -0.092 0.067 -0.379
C -3.173 -2.620 -0.479 1.745 2.691 -1.896
C 0.302 -4.602 -3.896 0.708 -1.314 2.402
H 7.331 -2.130 5.301 0.018 0.094 0.071
H 0.149 -3.739 1.004 -2.098 -0.465 -0.929
C 1.173 4.011 -1.571 -0.311 0.247 0.221
C -0.953 -3.915 0.653 -1.224 0.754 0.600
H 6.889 0.249 7.603 0.223 0.032 0.054
H 7.110 -1.896 0.328 -1.749 0.433 2.000
H -5.097 -1.440 -1.528 2.894 -0.012 0.355
H 0.618 -7.269 -0.525 -0.406 1.536 -2.179
H 5.590 1.619 5.889 0.064 -0.223 -0.082
C 4.124 -0.468 0.261 2.031 -0.568 2.643
C 1.569 -5.225 -1.484 -3.053 -0.756 -3.315
C 1.157 -1.665 -0.930 -0.970 1.358 0.997
O 6.152 -2.796 -1.922 -6.086 0.954 0.133
C -9.948 1.545 2.176 0.066 0.217 -0.264
H -1.134 -4.972 0.179 0.642 2.188 0.712
C -0.512 -1.616 -1.053 -4.548 -0.282 -0.313
H 0.729 3.130 -1.098 0.203 0.001 -0.064
H -9.978 1.216 1.133 -0.180 0.103 0.096
H -8.936 -0.580 3.616 0.068 -0.005 0.212
H 3.685 -0.631 -3.440 -0.766 0.296 2.117
C -2.937 -0.342 -2.097 1.596 -2.859 1.857
H 7.266 -1.283 2.103 -1.892 -0.576 -1.825
H -3.835 -3.439 0.076 1.663 1.977 -1.343
H -10.128 2.624 2.211 -0.151 -0.141 -0.094
F 3.340 0.731 0.610 1.033 -2.056 -1.665
C -7.530 1.843 2.123 -1.060 -0.364 0.425
O 4.432 -3.520 -0.284 -1.387 3.012 -4.168
Cl 4.467 2.496 -2.649 -0.747 -1.138 -0.304
H 8.000 0.955 6.393 0.082 -0.058 0.212
H 0.228 -3.860 -4.828 -0.001 -1.955 2.203
O 5.761 -1.792 4.057 0.372 0.511 0.981
H -10.719 1.024 2.749 0.239 0.066 -0.055
P 2.630 1.390 -2.455 -1.030 1.084 0.319
C -0.247 5.678 -2.721 -0.091 0.027 0.876
H -6.832 3.108 -2.564 -0.174 0.121 -0.036
H -0.640 0.394 -2.449 -1.646 -1.819 1.189
C 6.458 -1.565 1.270 1.588 0.502 -0.317
H -0.070 6.620 -0.182 -0.115 -0.087 0.145
H -6.779 4.724 -1.802 -0.185 -0.062 -0.097
C 5.490 0.721 5.273 -0.158 -0.199 -0.220
H 0.142 4.997 0.537 -0.055 0.033 -0.246
H 5.431 0.359 1.942 0.288 -1.171 -2.232
H -1.215 -7.634 -2.679 1.687 2.484 -0.240
C -3.919 -1.459 -1.393 4.837 -0.360 0.722
C 1.924 -1.529 -2.362 -0.595 1.162 -0.302
H 5.604 0.983 4.217 -0.175 0.103 0.124
H -1.391 5.432 -0.273 0.119 0.070 0.200
H 1.510 -2.563 -0.253 -0.769 1.683 -1.678
H -3.610 2.901 -2.342 0.123 0.186 -0.069
N -8.633 1.270 2.718 1.456 0.602 -0.585
H -7.358 3.317 -0.874 0.290 0.091 -0.190
H -6.583 1.568 2.614 -0.050 -0.041 0.017
C -4.200 3.790 -2.099 0.141 -0.057 0.249
O 3.797 -3.319 -2.891 0.200 2.167 2.108
H 6.276 0.564 0.263 -1.334 -1.657 1.052
C 6.527 -1.461 4.953 -0.495 0.636 0.033
H 3.681 -1.351 0.931 0.713 1.874 -1.936
H 5.810 -2.435 1.707 1.205 1.902 -1.088
O -1.062 6.589 -2.784 0.538 -0.655 0.288
H 2.290 -2.719 -4.244 0.535 -0.446 2.570
O -7.554 2.586 1.149 -1.231 -0.551 1.010
O 1.781 1.692 -3.968 1.857 -3.079 1.253
C -0.499 -6.679 -2.701 1.892 1.606 0.996
H -9.087 0.835 4.699 0.088 -0.192 0.065
H 1.471 3.758 -2.592 -0.188 0.230 0.135
C -8.521 0.400 3.870 -0.114 0.058 -0.094
C 0.528 -6.530 -1.433 0.659 3.628 -3.629
H 1.782 0.807 -4.446 -0.060 1.618 0.263
H 2.352 -5.041 -0.636 -1.544 -0.345 -1.829
C 3.185 -0.429 -2.370 0.746 -2.094 -2.301
N -5.282 3.409 -1.214 0.295 -0.539 1.007
C -6.646 3.652 -1.634 0.084 -0.021 0.032
C -0.305 5.557 -0.288 -0.228 0.240 -0.118
N -0.649 -5.763 -3.883 4.438 1.130 4.484
C 5.643 -0.192 0.910 -0.821 0.181 1.207
C 4.346 -0.806 -1.297 -1.070 1.950 -1.093
H -3.557 4.510 -1.584 0.092 -0.058 -0.256
H -3.398 0.528 -2.771 1.197 -2.169 1.752
H 1.133 -1.039 -3.113 1.559 -1.374 1.582
H 1.413 -0.678 -0.310 -0.468 -2.085 -1.311
H 2.057 4.324 -1.007 0.081 -0.246 -0.053
```
Forces are in eV/Å.

Calculated values
multiplicity: 1
structure (SMILES): CC[C@@H](F)[C@@H]1[C@H](P(O)Cl)[C@H](Cc2ccccc2C)[C@H](c2cccnc2)OS1(=O)=O.CN(C)C=O.CN(C)C=O.CN(C)C=O.CN(C)C=O
E: -3425.09400 Eh
charge: 0